a | C3HO3 | wB97M-V/def2-TZVPD

Properties
orbital gap: 7.75 eV
SMILES: O=C=CC(=O)[O-]
highest occupied orbital energy: -3.67 eV
net charge: -1
LUMO level: 4.078 eV

Last column: Löwdin charge in e.
CARTESIAN COORDINATES (ANGSTROEM)
1 O 1.69 1.59 0.72  0.12
2 C 0.81 1.19 0.14  -0.35
3 C -0.34 0.62 -0.26  -0.04
4 C -0.22 -1.04 -0.04  -0.79
5 O -0.12 -1.75 -1.03  -0.07
6 O -0.22 -1.32 1.16  -0.06
7 H -1.60 0.70 -0.68  0.18

---

b | C3HO3 | wB97M-V/def2-TZVPD

Properties
orbital gap (alpha / beta): 6.12 / 6.12 eV
SMILES: O=C=C([O-])C=O
highest occupied orbital energy (alpha / beta): -1.95 / -1.95 eV
net charge: -1
LUMO level (alpha / beta): 4.170 / 4.170 eV

Last column: Löwdin charge in e.
CARTESIAN COORDINATES (ANGSTROEM)
1 O -1.73 0.15 2.04  0.00
2 C -1.03 0.16 1.03  -0.09
3 C -0.43 0.29 -0.29  -0.46
4 O -1.18 0.90 -1.18  -0.25
5 C 1.16 -0.28 -0.44  -0.25
6 O 1.87 -0.74 0.42  -0.05
7 H 1.33 -0.47 -1.58  0.11

---

Tell me which of them is the most stable. Sure, it is a.